(1)
DFT (wB97M-V/def2-TZVPD) results for a structure of composition C2H12ClN2Sn at a distorted geometry.

CARTESIAN COORDINATES (ANGSTROEM)
C 2.052 1.278 0.378
Sn 0.294 -0.559 0.314
N -1.304 -2.079 0.045
N -0.025 0.055 -1.938
H -2.221 -1.645 0.142
H 2.228 0.186 0.666
H 2.702 1.479 1.205
H 1.522 2.232 0.225
H 2.567 1.116 -0.572
H -0.991 0.306 -2.116
H 0.252 -0.754 -2.501
H 0.589 0.845 -2.178
H -1.227 -2.547 -0.880
H -1.145 -2.731 0.781
Cl -1.552 -0.199 2.808
C -1.133 0.633 1.310
H -2.117 0.891 0.813
H -0.493 1.493 1.499

Forces on the atoms, in the same order (eV/Å):
3.133 0.339 -0.630
0.516 -2.444 -0.846
-1.150 -0.321 -1.609
0.778 0.090 1.161
-0.120 -0.310 -0.184
-2.431 1.158 -0.083
1.485 1.167 0.355
-1.250 -1.411 0.411
0.804 0.805 0.016
-0.774 0.189 -0.317
0.007 -0.368 -0.379
-0.043 0.183 -0.269
-0.209 0.364 0.838
-0.025 -0.836 0.666
-0.197 -0.396 1.065
-1.364 1.303 -1.206
1.514 -0.040 0.558
-0.674 0.528 0.453

Kohn-Sham gap, eV: 2.82
ΔE to the lowest compared entry with this formula, charge and spin, kcal per mole: 29.8
HOMO level, eV: 0.202
Net charge: -1

Results of the Mulliken charge analysis, in e, for atoms 1 through 4:
1 C -1.3883
2 Sn -3.6458
3 N 1.1551
4 N -1.9634


(2)
DFT (wB97M-V/def2-TZVPD) results for a cluster of 3 separate species, C2H12N2O2 in total at a distorted geometry.

CARTESIAN COORDINATES (ANGSTROEM)
N 0.427 0.797 2.062
C -0.222 -0.504 2.082
C -0.519 -1.045 0.674
N 0.676 -1.127 -0.150
H 1.150 0.758 1.338
H 1.039 0.910 2.874
H -1.238 -0.539 2.492
H 0.347 -1.245 2.646
H -0.952 -2.041 0.795
H -1.336 -0.494 0.181
H 0.563 -1.512 -1.072
H 1.016 -0.209 -0.354
H -3.628 -0.437 -2.844
H -2.930 -1.256 -1.835
O -3.775 -1.202 -2.278
H 3.862 3.330 -2.293
H 2.430 2.768 -2.488
O 3.090 3.046 -1.829

Forces on the atoms, in the same order (eV/Å):
0.795 0.179 -0.111
-0.699 -0.914 -0.624
-0.122 -0.309 -0.311
0.483 -0.057 0.132
-0.407 0.108 -0.006
-0.673 -0.019 0.106
0.238 0.779 0.569
0.157 -0.181 -0.148
0.291 -0.134 0.092
0.155 0.451 0.279
-0.487 -0.532 -0.071
0.272 0.635 0.077
-0.339 0.023 -0.163
0.279 -0.311 0.419
0.066 0.292 -0.242
0.640 0.227 -0.623
0.608 0.272 0.303
-1.257 -0.510 0.321

Kohn-Sham gap, eV: 9.89
ΔE to the lowest compared entry with this formula, charge and spin, kcal per mole: 23.8
HOMO level, eV: -9.381
Structure (SMILES): NCCN.O.O

Results of the Mulliken charge analysis, in e, for atoms 1 through 4:
1 N -0.6431
2 C -0.3472
3 C -0.3923
4 N -0.6311


(3)
DFT (wB97M-V/def2-TZVPD) results for a cluster of 3 separate species, C2H12N2O2 in total.

CARTESIAN COORDINATES (ANGSTROEM)
C -0.595 0.002 -2.205
C -1.701 -0.078 -1.173
N -2.893 0.590 -1.685
N 0.622 -0.655 -1.755
H -0.997 -0.471 -3.114
H -0.409 1.060 -2.406
H -1.914 -1.133 -0.976
H -1.326 0.395 -0.265
H -2.680 1.489 -2.095
H -3.559 0.772 -0.936
H 0.568 -0.881 -0.772
H 0.950 -1.430 -2.304
H 2.803 -0.327 4.177
H 2.735 0.152 5.616
O 2.420 -0.544 5.032
H 2.641 -0.082 1.576
H 1.645 1.053 1.643
O 1.692 0.089 1.642

Forces on the atoms, in the same order (eV/Å):
-0.272 -0.603 -0.322
0.085 0.294 -0.201
-0.584 -0.104 0.274
0.135 0.468 0.211
0.299 0.251 0.036
0.064 0.080 -0.205
-0.099 0.133 0.095
0.068 -0.110 0.397
0.205 0.027 0.010
0.167 -0.136 -0.253
0.232 -0.169 -0.018
-0.257 -0.101 0.011
-0.154 -0.036 -0.100
-0.014 -0.017 0.069
0.097 0.051 0.065
-0.258 -0.092 -0.152
-0.151 -0.104 -0.037
0.438 0.168 0.119

Kohn-Sham gap, eV: 9.38
ΔE to the lowest compared entry with this formula, charge and spin, kcal per mole: 18.9
HOMO level, eV: -8.874
Structure (SMILES): NCCN.O.O

Results of the Mulliken charge analysis, in e, for atoms 1 through 4:
1 C -0.3889
2 C -0.4792
3 N -0.6046
4 N -0.5003


(4)
DFT (wB97M-V/def2-TZVPD) results for a cluster of 4 separate species, C2H12N2O3 in total at a distorted geometry.

CARTESIAN COORDINATES (ANGSTROEM)
C 0.254 -0.291 -0.979
C -0.598 0.546 -1.654
N -0.077 1.748 -2.310
N -0.060 -1.649 -0.610
H 1.199 0.203 -0.527
H -1.461 0.105 -1.982
H -0.373 1.823 -3.327
H -0.044 2.686 -1.825
H -1.017 -1.718 -0.435
H 0.480 -2.025 0.180
H 5.324 -2.986 3.251
H 4.299 -2.679 2.078
O 4.763 -2.291 2.817
H -3.370 -0.783 1.428
H -2.810 0.630 1.076
O -2.784 -0.368 0.836
H -0.797 1.767 0.326
H -1.828 2.602 1.106
O -1.099 2.680 0.551

Forces on the atoms, in the same order (eV/Å):
0.247 1.250 1.160
4.146 0.232 0.441
-0.539 0.702 -0.556
2.221 1.531 -0.063
-1.235 -1.313 -1.191
-2.432 -0.613 -0.961
0.419 0.003 2.156
-0.586 -1.880 -0.707
-1.795 -0.404 0.364
-0.432 0.560 -0.602
-1.020 0.904 -0.937
0.036 -0.431 -0.158
0.986 -0.477 1.091
-1.176 -0.717 1.207
-0.015 -2.777 -0.673
1.156 3.354 -0.588
-0.413 0.797 0.136
-1.894 -0.180 1.544
2.326 -0.542 -1.662

Kohn-Sham gap, eV: 8.08
ΔE to the lowest compared entry with this formula, charge and spin, kcal per mole: 50.5
HOMO level, eV: -7.718
Structure (SMILES): N/C=C/N.O.O.O

Results of the Mulliken charge analysis, in e, for atoms 1 through 4:
1 C 0.1888
2 C -0.7500
3 N -0.4989
4 N -0.5530


(5)
DFT (wB97M-V/def2-TZVPD) results for a cluster of 4 separate species, C2H12N2O3 in total at a distorted geometry.

CARTESIAN COORDINATES (ANGSTROEM)
C -0.401 2.799 1.159
N -0.004 2.007 -0.018
C -0.976 1.617 -0.856
N -1.282 0.550 -1.566
H 0.077 3.775 1.034
H -0.170 2.386 2.188
H -1.515 2.905 1.053
H 0.984 1.903 -0.207
H -1.909 2.343 -0.983
H -2.265 0.540 -1.711
H 0.099 -4.107 -0.151
H 0.187 -2.584 0.126
O 0.731 -3.343 -0.124
H 0.588 -2.991 4.235
H 1.570 -3.522 3.328
O 0.626 -3.474 3.351
H 0.777 0.202 -3.163
H 1.235 -0.806 -4.125
O 1.648 -0.202 -3.570

Forces on the atoms, in the same order (eV/Å):
-0.619 0.375 -0.444
0.890 -0.093 0.561
-5.465 -0.594 -2.168
3.484 0.616 1.932
-0.249 0.077 0.518
-0.086 0.019 -1.442
1.133 0.125 0.440
-0.280 -0.475 -0.014
1.954 -0.592 1.386
-0.634 0.541 -0.873
0.883 1.145 0.102
0.105 -0.192 -0.068
-0.944 -0.953 -0.043
-0.676 -0.870 -1.590
1.157 -0.446 -0.829
-0.529 1.330 2.405
2.563 -0.925 -0.693
-0.771 -2.120 -1.881
-1.915 3.033 2.702

Kohn-Sham gap, eV: 10.09
ΔE to the lowest compared entry with this formula, charge and spin, kcal per mole: 56.6
HOMO level, eV: -9.355
Structure (SMILES): [H]/N=C/NC.O.O.O

Results of the Mulliken charge analysis, in e, for atoms 1 through 4:
1 C -0.6835
2 N -0.1555
3 C 0.1475
4 N -0.6667


(6)
DFT (wB97M-V/def2-TZVPD) results for a cluster of 4 separate species, C2H12N2O3 in total at a distorted geometry.

CARTESIAN COORDINATES (ANGSTROEM)
C -1.879 -1.590 -1.172
N -1.010 -0.914 1.668
C -1.612 -0.086 0.736
N -1.750 -0.328 -0.487
H -2.130 -1.346 -2.217
H -1.028 -2.272 -1.031
H -2.786 -2.065 -0.767
H -0.928 -1.877 1.381
H -0.934 -0.768 2.655
H -2.231 0.738 1.138
H 2.670 0.112 -3.255
H 3.814 -0.643 -2.794
O 3.432 0.247 -2.650
H -0.405 3.529 0.436
H -0.345 3.341 1.941
O -0.130 3.953 1.250
H 2.760 0.636 1.293
H 1.852 -0.349 0.658
O 2.640 -0.317 1.218

Forces on the atoms, in the same order (eV/Å):
0.211 0.258 0.394
-0.131 -0.545 -0.612
-0.596 -0.685 0.833
-1.403 0.904 -0.593
0.602 -0.506 0.269
-0.127 -0.043 -0.499
0.264 -0.131 -0.023
0.270 0.003 0.099
-0.309 0.419 0.073
1.269 0.351 0.051
0.289 0.788 0.556
0.324 0.722 0.595
-0.638 -1.495 -1.140
-0.066 -0.111 -0.151
-0.178 -0.475 0.495
0.241 0.552 -0.358
0.312 -0.013 0.134
0.078 -0.312 0.055
-0.412 0.318 -0.176

Kohn-Sham gap, eV: 9.34
ΔE to the lowest compared entry with this formula, charge and spin, kcal per mole: 40.7
HOMO level, eV: -8.864
Structure (SMILES): C/N=C\N.O.O.O

Results of the Mulliken charge analysis, in e, for atoms 1 through 4:
1 C -0.7888
2 N -0.3935
3 C 0.0787
4 N -0.4412